# 1
A structure of composition C28H33CrN2S2Sb2Si in a non-equilibrium geometry. Source: the OMol25 dataset; level of theory: the ωB97M-V functional and the def2-TZVPD basis.

Structure (ORCA input):
```
! RIJCOSX wB97M-V def2-TZVPD def2/J DEFGRID3
* xyz -1 5
Sb 0.2229 -2.0709 -0.6174
Sb -2.7834 0.8373 -0.9265
Cr 0.4436 0.5030 -0.2846
S 2.4016 0.4397 -1.6212
S 0.3411 2.7731 -0.8184
Si 0.0975 0.8020 2.0703
N 6.5309 4.3762 -3.9529
N 3.7016 7.2159 -3.3667
C 2.7579 2.1051 -1.9669
C -3.1007 -0.3322 0.8698
C 3.9620 2.4509 -2.5747
C 4.2582 3.7673 -2.9050
C -4.2934 -4.4047 -0.2755
C -1.1460 -3.1570 -1.9501
C -3.0713 -0.8585 -2.3541
C -4.9009 1.4251 -0.8566
C 2.1182 4.4393 -2.0099
C 3.3096 4.7765 -2.6410
C 0.1578 -3.5782 0.9278
C 4.6735 0.9040 3.3223
C 1.9545 0.8888 2.5831
C 5.5140 4.1015 -3.4886
C -5.2035 -3.3989 -0.5652
C 3.5413 6.1259 -3.0338
C -2.9934 -4.2939 -0.7365
C 2.8244 -0.1334 2.1942
C 2.4936 1.9214 3.3513
C 1.9874 -2.8851 -1.5558
C -4.7849 -2.2873 -1.2729
C 4.1630 -0.1349 2.5558
C -0.4888 -0.5276 3.3426
C -3.4618 -2.1319 -1.6979
C -2.5552 -3.1787 -1.4555
C -0.7201 2.3976 2.7529
C 1.8349 3.1263 -1.6405
C 3.8328 1.9340 3.7182
H -0.8185 -3.5723 1.4125
H -4.5925 -5.2738 0.2972
H -6.2319 -3.4786 -0.2348
H 1.8494 2.7368 3.6636
H -0.1593 3.2842 2.4483
H 4.6831 1.6741 -2.7918
H 0.3359 -4.5570 0.4840
H 1.3899 5.2095 -1.7927
H -5.4887 -1.4954 -1.5049
H -3.8571 -0.5007 -3.0206
H 1.9461 -3.9732 -1.5746
H -2.1415 -0.9220 -2.9151
H -4.0940 -0.7769 0.8509
H -1.0511 -2.7176 -2.9425
H -1.7279 2.4997 2.3390
H 2.0684 -2.4881 -2.5658
H -2.2870 -5.0965 -0.5522
H 4.8133 -0.9397 2.2327
H -0.7424 -4.1685 -1.9811
H -0.8039 2.3928 3.8431
H -2.3506 -1.1193 0.9386
H -5.2464 1.7152 -1.8494
H 4.2244 2.7519 4.3124
H -3.0012 0.3220 1.7350
H 0.9245 -3.3647 1.6715
H -5.5216 0.6219 -0.4623
H -4.9735 2.2902 -0.1969
H 2.8578 -2.5509 -0.9924
H -0.0048 -1.4917 3.1557
H -1.5698 -0.6894 3.3227
H -0.2156 -0.2155 4.3546
H 5.7185 0.9098 3.6076
H 2.4492 -0.9541 1.5878
*
```

Summary:
Energy above the lowest of the compared OMol25 structures with the same formula, charge and spin ... 0.0000 eV
Kohn-Sham gap (spin up / spin down) ... 6.519 / 7.065 eV
Maximum force ... 1.77 eV/A
E_HOMO (spin up / spin down) ... -4.193 / -4.788 eV
DFT total energy ... -103598.467 eV

# 2
The molecule C6H16NO2PS in a non-equilibrium geometry. Source: the OMol25 dataset; level of theory: the ωB97M-V functional and the def2-TZVPD basis.

Structure (ORCA input):
```
! RIJCOSX wB97M-V def2-TZVPD def2/J DEFGRID3
* xyz 0 1
S 2.3634 1.7899 -1.3365
P 0.9083 0.0232 -0.9256
O -0.4248 0.6830 -1.5844
O 0.6407 0.1163 0.6288
N 1.2731 -1.4038 -1.2778
C 2.5390 0.2965 2.0756
C -2.3658 -0.0699 -0.3007
C -1.7426 0.0598 -1.6746
C -2.5164 0.9922 -2.6512
C 0.3553 -0.8909 2.8398
C 1.3178 -0.4719 1.6689
H 3.2211 0.9602 -2.0077
H -1.9506 0.4796 0.4818
H 2.3301 1.2984 1.7665
H -1.6525 -1.0528 -2.0131
H 0.7023 -1.8371 3.2996
H 2.5879 0.2204 3.1462
H -2.3898 0.7013 -3.6551
H 3.5192 0.0045 1.7460
H -0.7396 -0.9104 2.5076
H -3.6587 1.0546 -2.4965
H 1.4596 -1.5859 -2.2172
H -2.0665 2.0540 -2.5428
H 0.4771 -0.0941 3.6350
H -3.3529 0.2106 -0.3273
H 1.5749 -1.5635 1.2546
H -2.4098 -1.0641 -0.0398
*
```

Summary:
Energy above the lowest of the compared OMol25 structures with the same formula, charge and spin ... 0.1440 eV
Kohn-Sham gap ... 10.118 eV
Maximum force ... 6.03 eV/A
E_HOMO ... -9.450 eV
DFT total energy ... -32190.522 eV
SMILES ... CC(C)OP(=N)(S)OC(C)C

# 3
A structure of composition C22H35NO4P2Zr in a non-equilibrium geometry. Source: the OMol25 dataset; level of theory: the ωB97M-V functional and the def2-TZVPD basis.

Structure (ORCA input):
```
! RIJCOSX wB97M-V def2-TZVPD def2/J DEFGRID3
* xyz 2 1
Zr 2.4732 -0.8299 0.5091
P -0.3884 -2.2064 -2.0596
P 0.5030 1.5783 -2.4383
O -1.5214 1.3567 7.9439
O 0.2729 2.4830 8.5943
O 3.2702 -0.1650 2.5655
O 1.1663 -0.0269 1.9678
N -0.3307 1.7356 7.7897
C -2.3674 1.8075 -1.7300
C -1.1720 2.3363 -1.1205
C -2.3871 -1.4764 -0.9016
C 2.2712 1.3854 5.1087
C 2.5037 -2.9268 1.0473
C -3.2366 -0.7091 -1.9260
C 1.7171 1.6393 6.3689
C 1.1347 -3.0390 -1.5758
C 0.1602 0.4301 4.3808
C -0.8232 0.1404 -0.0773
C 0.0361 -1.2137 -3.5773
C -1.1309 -3.6915 -2.8992
C 0.9658 0.0384 -3.4054
C -0.7196 1.6773 0.2444
C 2.0738 0.1967 2.8942
C 1.8978 2.7398 -2.3879
C 1.5261 0.6786 4.1418
C -2.0397 -0.6606 0.1890
C 0.3563 1.2967 6.6245
C -0.3290 2.4617 -3.8490
C -2.4923 0.5607 -2.5318
C -0.3936 0.6117 5.6459
H -1.4751 0.2578 -2.8310
H -1.4150 0.2994 5.8823
H -0.8872 -0.9499 -4.1452
H 1.2313 0.4278 -4.4180
H 2.7557 -3.6090 0.2222
H -1.2735 -4.5249 -2.1966
H -3.3440 2.2116 -1.3833
H 0.9369 -3.6273 -0.6570
H 0.4133 2.5074 -4.6605
H 2.2805 2.0916 7.1946
H -0.5524 0.0093 -1.1521
H 1.9167 -0.2539 -2.9155
H 1.4588 -3.7727 -2.3379
H 3.2819 1.7306 4.8815
H -3.6081 -1.3216 -2.7745
H -2.1067 -3.4871 -3.3630
H -0.9542 3.4276 -1.1957
H -2.6091 -2.5531 -0.7447
H -0.4640 -4.0686 -3.6896
H -3.0336 0.8057 -3.4749
H 1.9805 -2.2900 -1.4707
H -1.2540 1.9964 -4.2161
H 1.6703 -3.4062 1.5883
H -0.5553 3.4862 -3.5204
H 3.3888 -2.9936 1.6988
H -2.3175 -0.7725 1.2665
H 1.9330 3.2595 -3.3583
H 0.5894 -1.8980 -4.2603
H 1.7336 3.4898 -1.6008
H -4.1371 -0.3739 -1.3651
H 0.0194 -0.3838 0.4338
H -1.3001 1.9618 1.1526
H 0.3435 1.9010 0.5074
H 2.8302 2.1875 -2.2319
H -0.4735 0.0264 3.5992
*
```

Summary:
Energy above the lowest of the compared OMol25 structures with the same formula, charge and spin ... 6.7000 eV
Kohn-Sham gap (spin up / spin down) ... 3.546 / 3.603 eV
Maximum force ... 4.14 eV/A
E_HOMO (spin up / spin down) ... -11.721 / -11.709 eV
DFT total energy ... -52891.432 eV